1.
Below is a molecular structure, C12H25BBr2I2N3O5P, with properties calculated with the ωB97M-V functional and the def2-TZVPD basis.

Its HOMO energy is -8.009 eV. The value obtained for the relative energy (zero: lowest compared OMol25 entry of this formula, charge and spin) is 0.0 kcal/mol. As for the orbital gap: 0.2799 Ha. As for the total energy: -193810.3640 eV.

```
51
Properties=species:S:1:pos:R:3:forces:R:3:lowdin_charge:R:1
C -1.058 0.945 -4.584 -0.143 0.000 0.541 -0.061
C -2.066 -0.010 -3.925 0.234 0.845 -0.041 -0.265
N -2.183 0.273 -2.468 0.435 -1.601 -1.110 -0.098
C -1.524 -0.679 -1.544 0.159 1.715 0.471 -0.581
P -2.676 -2.145 -1.091 -0.192 -0.086 1.245 0.494
O -4.113 -1.301 -0.942 0.303 -0.202 -1.004 -0.400
I -3.024 -3.449 -3.147 -0.040 0.118 -0.147 0.505
C -1.300 0.182 -0.176 -0.518 0.590 -0.291 -0.674
Br -2.087 2.054 -0.304 -0.443 0.120 -0.032 0.836
C -1.933 -0.317 1.111 0.580 0.902 0.556 -0.247
C -1.471 0.499 2.345 0.180 -0.225 -0.236 -0.259
O -1.045 -0.372 3.383 0.308 -0.072 0.029 -0.075
O 0.054 0.510 -0.061 0.017 -0.414 0.114 -0.210
C 0.823 0.108 -1.157 -0.193 -1.370 0.184 -0.646
Br 2.444 -0.733 -0.366 1.336 1.720 -0.083 0.737
B 1.439 1.237 -2.107 0.102 0.438 -0.283 -0.731
N 0.946 2.558 -2.181 -0.633 -0.920 -0.176 0.217
O 2.491 0.875 -2.937 0.308 0.037 0.213 0.071
C -0.031 -1.037 -1.789 -0.009 -1.163 0.469 -0.622
C 0.455 -1.678 -3.080 0.354 0.831 -0.277 -0.153
I 0.299 -2.741 -0.361 -1.385 -1.349 -0.032 0.984
H -1.502 1.471 -5.420 0.097 -0.139 -0.416 0.072
H -0.119 0.476 -4.849 0.058 -0.061 -0.353 0.060
H -0.828 1.707 -3.851 0.023 0.196 0.113 0.050
H -3.030 0.223 -4.364 -0.291 -0.120 0.061 0.110
H -1.866 -1.046 -4.159 0.078 -0.156 -0.031 0.010
H -3.171 0.173 -2.258 0.040 0.466 0.297 0.060
H -4.630 -1.325 -1.763 -0.073 0.115 0.289 0.028
H -2.997 -0.156 1.016 -0.315 -0.484 -0.160 0.086
H -1.691 -1.349 1.334 -0.062 -0.277 -0.243 0.061
H -2.297 1.095 2.708 -0.165 -0.011 0.329 0.110
H -0.676 1.195 2.089 0.133 0.034 -0.100 0.100
H -0.245 -0.812 3.052 -0.189 -0.042 0.123 0.077
H 1.021 2.874 -3.140 0.221 0.554 0.207 0.095
H 0.006 2.688 -1.823 0.118 0.313 0.188 0.013
H 3.314 1.288 -2.633 -0.251 -0.200 -0.393 0.112
H 1.309 -2.297 -2.850 0.181 -0.207 -0.108 0.045
H -0.301 -2.262 -3.583 -0.156 -0.282 0.159 0.022
H 0.825 -0.943 -3.787 -0.080 0.281 -0.073 0.068
C 4.107 -0.257 4.524 0.002 -0.067 -0.033 -0.010
C 2.683 -0.734 4.371 -0.106 -0.072 -0.064 -0.552
O 2.399 -1.740 3.735 0.015 0.029 -0.077 0.021
N 1.706 -0.005 4.962 0.227 -0.031 0.033 0.012
C 1.829 1.210 5.744 -0.347 -0.205 -0.116 -0.069
H 4.762 -0.942 3.995 -0.057 -0.051 -0.028 0.081
H 4.224 0.740 4.097 0.036 0.040 0.096 0.084
H 4.394 -0.239 5.576 0.027 0.113 -0.007 0.084
H 0.784 -0.387 4.813 -0.105 0.186 0.105 0.112
H 1.424 1.046 6.744 0.076 0.104 0.050 0.084
H 1.260 2.010 5.269 0.071 0.091 0.063 0.084
H 2.866 1.518 5.830 0.032 -0.030 -0.024 0.071
```
Forces are in eV/Å.

---

2.
Below is a molecular structure, C12H25GdInN2OP, with properties calculated with the ωB97M-V functional and the def2-TZVPD basis.

Its spin multiplicity is 8. Its HOMO energy (alpha / beta) is -12.613 / -12.603 eV. As for the orbital gap (alpha / beta): 0.0908 / 0.1438 Ha. As for the charge: +2. As for the total energy: -53150.1736 eV. The expectation value of S² is 16.7904.

```
43
Properties=species:S:1:pos:R:3:forces:R:3:lowdin_charge:R:1
C 2.077 -2.817 1.360 -0.394 0.349 -0.926 -0.176
N 0.766 -2.578 1.993 0.537 -0.287 0.770 -0.216
C 0.677 -1.252 2.651 -0.197 -0.270 -0.300 -0.312
In 1.190 0.507 1.380 -0.846 0.127 2.712 0.673
C 2.244 1.974 2.732 -0.068 -0.276 -1.166 -0.211
C -0.731 1.489 0.762 -0.615 0.188 -0.909 -0.241
C -0.781 2.160 -0.644 -0.001 0.537 0.181 -0.283
C -0.849 1.147 -1.814 -0.720 -0.459 0.893 -0.292
C -2.301 0.585 -2.141 0.355 0.762 0.731 -0.246
N -2.673 -0.501 -1.303 0.126 0.325 -0.694 -0.127
C -3.994 -0.888 -1.140 -0.922 -0.950 0.870 -0.076
C -4.024 -1.932 -0.246 0.941 -0.133 0.243 -0.028
C -2.645 -2.220 0.153 -0.429 0.967 -0.942 -0.016
C -1.865 -1.328 -0.537 0.530 -0.816 0.625 -0.099
P 2.859 0.049 -0.520 -0.300 0.416 -1.002 0.918
C 3.172 1.676 -1.396 0.797 -0.707 0.124 -0.291
O 2.261 -0.941 -1.714 0.710 0.798 0.173 -0.358
H 2.827 -2.066 1.683 -0.070 -0.607 0.017 0.053
H 1.931 -2.712 0.259 0.312 0.042 0.475 0.047
H 2.443 -3.848 1.500 -0.126 0.510 0.205 0.091
H 0.721 -3.259 2.752 -0.326 0.050 -0.260 0.094
H -0.376 -1.113 2.972 0.463 0.087 -0.206 0.047
H 1.286 -1.226 3.580 -0.074 0.221 -0.478 0.056
H 1.770 2.956 2.568 0.407 -0.329 0.224 -0.019
H 3.313 1.991 2.459 -0.409 0.252 0.417 -0.025
H 2.101 1.629 3.765 0.075 0.082 -0.401 -0.006
H -1.619 0.833 0.869 0.578 0.128 0.021 0.049
H -0.902 2.309 1.489 0.386 -0.398 -0.268 0.067
H 0.143 2.762 -0.776 -0.450 -0.208 0.004 0.107
H -1.643 2.867 -0.666 0.335 -0.286 -0.395 0.119
H -0.142 0.327 -1.593 -0.150 0.227 -0.565 0.100
H -0.463 1.669 -2.744 1.993 -1.251 3.845 -0.173
H -3.019 1.416 -1.931 0.227 -0.279 -0.390 0.142
H -2.463 0.325 -3.265 0.285 -0.201 0.487 0.057
H -4.861 -0.434 -1.624 0.653 0.109 0.031 0.131
H -4.893 -2.466 0.138 0.204 0.346 -0.338 0.116
H -2.232 -2.951 0.847 -0.363 0.211 -0.236 0.116
H -0.780 -1.247 -0.471 -0.458 0.094 -0.150 0.104
H 4.232 1.659 -1.725 -0.542 0.175 -0.016 0.053
H 2.531 1.802 -2.286 0.136 0.025 0.409 0.024
H 3.082 2.501 -0.670 -0.134 -0.307 -0.302 0.046
H 2.858 -0.914 -2.482 -0.274 -0.256 0.036 0.070
Gd -1.227 2.059 -4.226 -2.178 0.988 -3.547 1.921
```
Forces are in eV/Å.

---

3.
Below is a molecular structure, C12H25N2O2P2STi, with properties calculated with the ωB97M-V functional and the def2-TZVPD basis.

Its spin multiplicity is 2. Its HOMO energy (alpha / beta) is -6.758 / -6.772 eV. The value obtained for the relative energy (zero: lowest compared OMol25 entry of this formula, charge and spin) is 14.4 kcal/mol. As for the orbital gap (alpha / beta): 0.2356 / 0.2266 Ha. As for the total energy: -72451.0630 eV. The expectation value of S² is 0.7545.

```
45
Properties=species:S:1:pos:R:3:forces:R:3:lowdin_charge:R:1
C -0.839 0.884 -3.098 0.530 0.909 -1.221 -0.061
C -0.986 0.564 -1.729 -0.810 -1.134 0.842 -0.384
N 0.025 0.966 -0.856 0.146 -0.118 0.811 -0.062
C 0.842 1.982 -1.213 0.116 0.428 -1.379 -0.353
C 0.867 2.455 -2.522 1.018 0.409 1.095 -0.079
C 0.080 1.836 -3.496 -1.195 -0.866 -0.070 -0.081
C -2.080 -0.188 -1.266 0.863 0.973 -0.008 -0.285
P -2.353 -0.418 0.482 -0.325 -1.176 -1.552 0.749
Ti 0.038 0.025 1.093 -1.725 1.052 -0.606 0.378
P 2.130 1.405 1.176 0.131 1.079 -0.340 0.809
C 1.773 2.599 -0.183 0.230 0.084 0.084 -0.273
O 0.245 -4.057 -4.575 0.056 1.066 0.210 -0.074
O -0.204 -5.686 1.008 0.094 0.199 -0.498 -0.079
H -1.524 0.405 -3.795 0.224 0.191 0.043 0.106
H 1.573 3.249 -2.779 -0.288 -0.247 0.062 0.104
H 0.163 2.139 -4.542 -0.037 -0.170 0.319 0.108
C -3.974 0.414 0.751 0.142 0.284 0.607 -0.260
C -2.890 -2.184 0.543 -0.348 -0.031 0.291 -0.283
H 2.723 2.887 -0.664 -0.380 0.024 0.107 0.092
H 1.347 3.517 0.271 -0.025 -0.533 -0.276 0.105
H -0.675 -3.870 -4.350 -0.017 -0.278 -0.052 0.030
H -2.910 -0.357 -1.962 0.396 -0.169 0.151 0.068
C 2.483 2.414 2.646 0.183 -0.004 0.231 -0.243
C 3.755 0.747 0.675 0.197 -0.234 0.130 -0.262
H 1.556 -0.982 1.583 0.341 -0.945 -0.742 0.019
H 0.655 -5.228 1.015 -0.587 -0.298 -0.245 0.035
H -0.525 -5.700 0.084 0.489 0.110 0.724 0.043
H 0.636 -3.163 -4.497 -0.049 -0.761 -0.132 0.043
H -0.986 1.256 1.357 -0.130 1.094 0.057 -0.039
H 1.340 -1.439 0.958 0.303 -0.421 0.711 0.069
H -4.771 -0.036 0.129 0.528 0.099 0.274 0.051
H -4.228 0.314 1.820 -0.146 0.146 -0.401 0.041
H -3.876 1.484 0.496 -0.014 -0.494 0.179 0.046
H -3.625 -2.401 -0.248 0.210 0.052 0.226 0.040
H -2.037 -2.871 0.455 -0.185 0.286 -0.038 0.024
H -3.361 -2.358 1.520 0.040 -0.129 -0.167 0.038
H 4.527 1.532 0.655 -0.281 -0.224 0.005 0.053
H 4.047 -0.026 1.400 0.077 0.154 -0.244 0.046
H 3.682 0.287 -0.321 -0.006 0.098 0.275 0.055
H 3.487 2.864 2.584 -0.359 -0.087 0.058 0.051
H 1.724 3.203 2.748 0.201 -0.326 -0.004 0.057
H 2.426 1.752 3.524 0.042 0.331 -0.200 0.044
S -0.014 -0.155 5.822 0.006 0.035 0.677 0.612
C -0.107 -0.058 4.252 -0.062 0.023 -2.639 -0.956
N -0.157 -0.005 3.049 0.407 -0.479 2.645 -0.144
```
Forces are in eV/Å.

---

4.
Below is a gas-phase ion, C12H25N3 (charge +2), with properties calculated with the ωB97M-V functional and the def2-TZVPD basis.

Its HOMO energy is -17.250 eV. The value obtained for the relative energy (zero: lowest compared OMol25 entry of this formula, charge and spin) is 0.0 kcal/mol. As for the orbital gap: 0.3688 Ha. Its SMILES is CC(C)[C@@H]1C[NH2+][C@@](C)(C2=[N+](C)CCC2)N1. As for the charge: +2. As for the total energy: -17304.2827 eV.

```
40
Properties=species:S:1:pos:R:3:forces:R:3:lowdin_charge:R:1
C 2.819 -2.115 -0.366 -0.043 0.220 0.243 -0.047
C 2.907 -0.611 -0.121 -0.165 -0.054 -0.344 -0.384
C 4.010 0.009 -0.975 -0.135 -0.056 0.222 -0.046
C 1.549 0.044 -0.417 0.270 0.130 0.024 -0.275
C 1.555 1.581 -0.326 0.805 -0.585 -0.227 -0.037
N 0.119 1.901 -0.073 -0.274 0.211 -0.011 0.155
C -0.453 0.668 0.660 -2.484 -1.195 -0.394 -0.361
C -0.864 1.048 2.074 0.075 0.005 -0.019 0.035
C -1.867 0.195 -0.113 2.389 1.172 0.902 -0.034
N -2.413 -0.949 0.040 0.232 0.834 -0.170 -0.048
C -1.971 -2.074 0.801 0.524 -1.123 0.868 0.033
C -3.666 -1.070 -0.696 -1.071 -0.059 -0.701 -0.073
C -3.997 0.362 -1.127 -0.026 -0.030 0.036 -0.090
C -2.648 1.095 -1.001 -0.489 -0.026 -0.218 -0.085
N 0.539 -0.332 0.575 0.272 0.046 0.205 0.053
H 2.664 -2.321 -1.419 -0.052 -0.060 -0.253 0.093
H 2.009 -2.566 0.202 -0.071 -0.144 0.047 0.073
H 3.746 -2.590 -0.066 0.119 -0.114 0.042 0.096
H 3.146 -0.438 0.936 -0.081 0.091 0.047 0.148
H 3.753 -0.021 -2.030 -0.032 -0.017 -0.210 0.097
H 4.926 -0.557 -0.842 0.114 0.007 -0.008 0.098
H 4.213 1.037 -0.688 0.092 0.183 -0.024 0.081
H 1.203 -0.275 -1.407 0.075 0.064 -0.045 0.166
H 2.157 1.906 0.524 -0.180 0.059 0.018 0.154
H 1.914 2.066 -1.229 -0.144 0.157 0.008 0.150
H 0.017 2.743 0.507 -0.057 -0.163 -0.176 0.194
H -0.364 2.073 -0.959 0.046 0.048 0.130 0.167
H -1.646 1.803 2.081 -0.103 0.079 -0.021 0.109
H -0.004 1.430 2.623 0.115 0.070 0.026 0.114
H -1.232 0.180 2.615 -0.014 -0.094 -0.051 0.107
H -0.911 -2.004 1.030 -0.197 -0.022 -0.097 0.090
H -2.164 -2.989 0.237 0.036 0.140 -0.056 0.127
H -2.549 -2.143 1.727 -0.038 0.097 -0.089 0.130
H -4.432 -1.515 -0.060 0.152 -0.014 0.036 0.152
H -3.508 -1.737 -1.549 0.094 -0.008 0.146 0.156
H -4.734 0.806 -0.459 0.044 -0.017 0.005 0.133
H -4.396 0.405 -2.137 -0.002 -0.017 0.022 0.134
H -2.766 2.103 -0.602 0.134 0.041 0.061 0.139
H -2.161 1.172 -1.980 0.145 0.012 0.030 0.147
H 0.978 -0.527 1.471 -0.076 0.132 -0.005 0.151
```
Forces are in eV/Å.